{
  "formula": "C19H35Ba2N4O",
  "method": "wB97M-V/def2-TZVPD",
  "symbols": ["Ba", "Ba", "C", "C", "C", "O", "H", "H", "H", "H", "H", "H", "H", "C", "C", "C", "C", "N", "H", "H", "H", "H", "H", "H", "H", "C", "C", "C", "C", "N", "H", "H", "H", "H", "H", "H", "H", "C", "C", "C", "C", "N", "H", "H", "H", "H", "H", "H", "H", "C", "C", "C", "C", "N", "H", "H", "H", "H", "H", "H", "H"],
  "coordinates": [[-10.874, -10.506, 24.989], [-8.120, -7.704, 23.732], [-8.104, -7.913, 27.855], [-7.918, -9.253, 27.068], [-7.999, -10.409, 28.095], [-8.647, -9.357, 25.888], [-7.702, -7.929, 28.868], [-9.175, -7.821, 28.036], [-7.669, -7.067, 27.324], [-6.882, -9.350, 26.745], [-8.963, -10.379, 28.603], [-7.304, -10.354, 28.933], [-7.752, -11.350, 27.603], [-7.516, -15.499, 31.480], [-7.581, -15.290, 29.989], [-7.487, -13.754, 29.589], [-6.211, -13.136, 29.859], [-5.188, -12.561, 30.120], [-7.260, -16.539, 31.686], [-8.482, -15.247, 31.917], [-6.721, -14.875, 31.888], [-8.478, -15.815, 29.663], [-6.661, -15.808, 29.717], [-8.252, -13.249, 30.179], [-7.678, -13.559, 28.534], [-11.099, -13.123, 29.973], [-10.964, -11.811, 30.651], [-11.978, -10.878, 30.074], [-11.946, -10.750, 28.609], [-11.870, -10.575, 27.507], [-10.658, -13.930, 30.558], [-10.701, -13.236, 28.965], [-12.135, -13.359, 29.731], [-10.029, -11.252, 30.630], [-11.173, -11.920, 31.715], [-11.854, -9.879, 30.493], [-12.972, -11.177, 30.407], [-6.957, -12.411, 24.306], [-7.302, -13.458, 23.187], [-6.651, -14.911, 23.344], [-5.210, -15.005, 23.245], [-4.050, -15.105, 23.178], [-7.103, -12.824, 25.304], [-7.489, -11.460, 24.345], [-5.899, -12.158, 24.367], [-7.052, -13.100, 22.188], [-8.387, -13.520, 23.278], [-6.930, -15.519, 22.483], [-7.008, -15.335, 24.282], [-4.716, -6.767, 30.944], [-5.372, -6.252, 29.585], [-6.449, -5.233, 29.807], [-5.985, -3.917, 30.220], [-5.522, -2.925, 30.595], [-5.391, -7.255, 31.647], [-4.471, -5.833, 31.450], [-3.926, -7.503, 30.798], [-5.703, -7.171, 29.101], [-4.561, -5.833, 28.989], [-7.179, -5.570, 30.542], [-6.899, -4.995, 28.843]],
  "max_force_ev_per_a": 6.25,
  "spin_multiplicity": 2,
  "charge": 2,
  "homo_lumo_gap_ev": [5.182, 7.487],
  "lumo_ev": [-6.521, -7.161],
  "homo_energy_ha": [-0.4301, -0.5383],
  "total_energy_ha": -1089.578019
}